1.
An isolated ion of composition C7H14OP and charge +1 at a distorted geometry, computed with the ωB97M-V functional and the def2-TZVPD basis.

Geometry as XYZ:
```
23
Properties=species:S:1:pos:R:3:forces:R:3
H -1.7356 1.5507 -1.4276 -1.306 -0.764 2.694
H -3.2088 0.9235 -0.4163 0.756 0.830 0.390
C -2.1177 -1.1889 -0.2699 0.138 -1.252 -0.851
H 1.8067 -2.4705 0.4468 -0.703 1.027 -0.981
C 0.5145 0.1713 1.7193 -0.413 0.127 0.642
H 1.7595 -1.7180 -1.3035 -0.087 -0.599 0.381
C -0.8366 0.0382 1.4965 4.459 0.166 -0.001
C 2.2120 1.3635 -0.5423 -0.584 -1.136 0.140
H -2.0769 -1.4379 -1.3702 0.128 0.595 1.064
H 1.0623 0.3101 2.7082 -1.014 -0.456 -1.493
H -1.4197 -0.1388 2.3350 -1.751 0.101 1.109
P 1.2838 -0.0004 0.1236 -0.149 -0.470 -0.517
C -2.1560 1.2555 -0.3145 2.556 1.101 -2.065
H 1.6004 2.2220 -0.6086 -1.053 0.740 -0.506
H 2.7003 1.0955 -1.4504 0.199 -0.115 -0.813
C 2.0707 -1.6220 -0.2514 -1.526 -0.090 0.678
C -1.2295 -0.0083 0.0934 -3.542 1.400 -1.714
H 3.1115 -1.7277 -0.2267 1.836 0.793 -0.045
H 2.9204 1.6488 0.1502 2.015 0.396 1.576
H -1.7394 -2.0834 0.2461 -0.576 0.030 -0.064
H -3.1811 -0.9462 -0.0622 0.853 -0.640 0.297
O -0.0594 0.0318 -0.7426 0.521 -0.408 0.755
H -1.9316 2.1855 0.3109 -0.756 -1.375 -0.675
```
Positions in Å, forces in eV/Å.

Properties
- relative energy (zero: lowest compared OMol25 entry of this formula, charge and spin) (kJ/mol) = 0.0
- 2S+1 = 1
- HOMO-LUMO gap (hartree) = 0.3971
- highest occupied orbital energy (eV) = -14.27
- total charge = +1
- F_max (eV/A) = 4.46


2.
C7H14OPPbS as an isolated structure at a distorted geometry, computed with the ωB97M-V functional and the def2-TZVPD basis.

Geometry as XYZ:
```
25
Properties=species:S:1:pos:R:3:forces:R:3
H -1.8738 4.1494 0.9311 0.470 -0.103 -0.515
H -1.4042 4.5695 -1.1621 0.230 -0.319 0.601
H -1.9250 0.0973 -3.5828 0.248 -0.114 0.186
P -0.9417 3.7344 -0.0849 -0.203 1.264 0.114
S 0.5450 -1.2010 1.7010 0.503 -0.095 -0.328
H -1.5191 -2.2183 -2.2086 0.182 0.195 -0.038
H 1.1000 -2.3354 -1.5464 -0.149 0.279 0.091
C -0.7851 -1.4311 -2.3548 0.596 0.655 -0.277
H 1.4699 -3.2668 2.4100 -0.051 0.236 0.100
H 2.2858 -0.0565 -2.3602 -0.219 -0.016 0.154
H 0.1959 4.5077 0.3294 -0.559 -0.326 -0.197
H -1.4717 -0.1096 2.3645 0.133 0.040 0.198
C -1.0136 -0.1898 -3.0605 0.253 -0.143 0.559
H 0.0536 -2.8179 3.4056 0.173 0.095 -0.104
H 1.6396 -1.9897 3.6713 -0.036 -0.051 -0.039
H -0.0306 0.9570 2.6037 0.034 -0.348 -0.006
C 0.2268 0.5388 -3.0891 0.222 -0.866 1.009
C 1.2271 -0.2850 -2.4108 -1.252 0.609 -0.267
C -0.4321 -0.0588 2.7089 -0.099 -0.241 0.554
C 0.9730 -2.4467 2.9377 -0.147 0.119 -0.061
C 0.5971 -1.4840 -1.9938 -0.807 0.414 -0.146
O 1.7997 -0.4721 1.3134 -0.532 -0.127 0.086
H 0.4340 1.4383 -3.6560 -0.081 -0.077 0.145
Pb -0.7777 0.7548 -0.6195 1.218 -1.418 -1.688
H -0.3730 -0.3845 3.7530 -0.128 0.341 -0.130
```
Positions in Å, forces in eV/Å.

Properties
- relative energy (zero: lowest compared OMol25 entry of this formula, charge and spin) (kJ/mol) = 0.0
- 2S+1 = 1
- HOMO-LUMO gap (hartree) = 0.2797
- highest occupied orbital energy (eV) = -12.05
- total charge = +1
- F_max (eV/A) = 2.52


3.
A 2-piece molecular cluster, C7H14P overall at a distorted geometry, computed with the ωB97M-V functional and the def2-TZVPD basis.

Geometry as XYZ:
```
22
Properties=species:S:1:pos:R:3:forces:R:3
H 0.5967 2.0566 1.6871 0.461 0.637 0.423
H 1.2255 -4.1303 0.2500 0.443 -0.465 -0.872
H -0.0164 2.8689 -0.6757 0.064 0.008 0.066
C -0.1214 2.2290 2.4946 -0.612 -1.836 -1.468
H 2.1329 -1.8205 -2.6351 0.442 0.492 -0.920
H -1.4267 3.2539 -1.5838 -0.720 -0.135 -0.847
C 1.4063 -2.4973 -2.2645 2.607 -2.789 1.313
H 1.6323 -5.5372 -0.7995 0.572 -1.604 0.163
H -2.3209 2.4711 2.4432 -0.882 -0.020 1.188
C 1.2886 -4.5540 -0.7879 -2.534 1.671 0.053
H -0.0760 3.1518 2.9931 0.734 1.283 0.545
C -1.0445 3.2179 -0.5978 0.505 -0.381 1.870
C -1.5022 2.1651 1.8609 -0.057 -1.480 -0.793
H 0.2557 -4.5026 -1.1818 -0.017 -0.680 0.662
C 1.9513 -3.6618 -1.7405 1.357 3.284 -0.832
H -1.0094 4.2624 -0.1827 -0.217 -1.055 -0.253
H 3.0758 -3.8150 -1.8971 -1.692 0.353 0.089
P -1.6306 0.5624 0.8977 -0.437 1.686 -0.064
H -0.0108 1.3918 3.1865 0.010 0.306 0.248
H 0.4276 -2.1030 -2.2309 -1.196 -0.244 0.358
H -2.9585 2.6813 0.3539 1.228 -1.110 0.100
C -1.8752 2.3093 0.4103 -0.058 2.082 -1.029
```
Positions in Å, forces in eV/Å.

Properties
- relative energy (zero: lowest compared OMol25 entry of this formula, charge and spin) (kJ/mol) = 453.7
- 2S+1 = 1
- HOMO-LUMO gap (hartree) = 0.1267
- highest occupied orbital energy (eV) = -11.46
- total charge = +1
- F_max (eV/A) = 4.04


4.
One molecule with the formula C7H14P2 at a distorted geometry, computed with the ωB97M-V functional and the def2-TZVPD basis.

Geometry as XYZ:
```
23
Properties=species:S:1:pos:R:3:forces:R:3
H -1.6477 -1.7511 1.3957 1.694 0.015 0.307
H -1.5149 -1.3924 -1.5373 0.048 2.055 -0.349
H 1.3136 2.0498 0.6030 -0.626 -0.439 0.860
H -0.0307 1.7291 1.6924 -0.546 -0.229 0.155
P 1.4876 2.4869 -2.1580 0.319 -2.218 0.915
H -1.7328 0.1857 0.2756 -0.132 0.595 1.250
C -0.5730 -1.5486 1.7397 -1.477 3.103 -0.596
H 1.5158 -1.4573 1.1114 -1.125 0.892 -0.095
C 0.3792 0.2024 0.0439 1.875 -0.868 1.659
C 1.4525 0.2025 -1.0718 -1.850 1.674 -1.866
C -1.5484 -0.2419 -1.6727 0.868 0.047 0.590
H 1.1055 -0.4135 -1.9784 0.942 0.862 1.356
C 0.4845 -1.2657 0.6680 1.958 -0.549 -1.968
H -0.6343 -0.4907 2.2682 -0.115 -2.181 -0.628
P 2.8700 1.3670 -1.2131 -0.198 -0.139 -0.352
H 0.6887 -1.9052 -0.2795 -1.501 0.114 1.575
C 0.7589 1.2398 1.1479 1.109 0.405 -1.802
H -0.2497 -2.2320 2.4784 0.187 -0.932 0.571
C -0.9991 0.5390 -0.4223 -0.477 0.050 -1.403
H -1.1548 0.1363 -2.5947 1.310 -0.494 -0.657
H -0.9039 1.6803 -0.4228 -1.180 -1.441 -0.823
H 1.4635 0.7741 1.8026 0.444 -0.102 0.737
H -2.5306 0.1055 -1.8762 -1.526 -0.219 0.565
```
Positions in Å, forces in eV/Å.

Properties
- relative energy (zero: lowest compared OMol25 entry of this formula, charge and spin) (kJ/mol) = 173.4
- 2S+1 = 1
- HOMO-LUMO gap (spin up / spin down) (hartree) = 0.2667 / 0.2666
- SMILES = CCC(C)(C=P#P)CC
- highest occupied orbital energy (spin up / spin down) (eV) = -7.96 / -7.96
- F_max (eV/A) = 3.49


5.
A 2-piece molecular cluster, C7H14S overall at a distorted geometry, computed with the ωB97M-V functional and the def2-TZVPD basis.

Geometry as XYZ:
```
22
Properties=species:S:1:pos:R:3:forces:R:3
H 0.5607 0.6333 -1.2788 -0.633 0.616 0.011
H 1.3204 -0.2711 -2.5750 0.079 0.483 0.188
H -3.1200 -0.1506 0.3944 1.565 0.707 -0.047
H 1.1172 -2.4798 0.8312 -0.717 -1.455 0.460
C 0.9443 -1.3348 -0.8652 -0.350 -0.180 0.956
H -1.9185 -0.5658 1.6280 0.823 0.714 0.201
C -2.1300 0.1734 0.8586 -1.555 0.879 -1.292
H -2.8530 1.5850 -1.1490 0.708 1.037 0.243
H 2.9396 -1.4895 1.8752 -0.433 1.239 -1.677
C 1.3071 -0.1055 -1.4832 0.739 1.492 -2.571
C -1.5468 1.3655 0.5154 -2.435 -0.796 0.077
C 1.4865 -1.6801 0.2682 -0.166 -0.126 1.333
H 2.2474 0.3541 -1.1946 0.134 -0.237 0.027
H 1.9943 0.0376 1.5049 0.174 -0.896 -0.270
H -1.0771 1.9561 -1.4102 -1.861 1.098 0.791
C -2.0005 2.1856 -0.7186 0.934 -1.884 -0.971
H 3.1113 -0.4482 0.3255 1.905 0.524 -0.632
H -2.2397 3.2937 -0.6626 0.525 -1.499 0.314
H 0.0866 0.7879 1.7745 0.213 1.296 0.313
C 2.4573 -0.8652 1.0209 -0.088 -0.491 2.676
H 0.0340 -1.7499 -1.2102 -0.508 -1.040 -0.463
S -0.2648 2.0865 1.4413 0.947 -1.481 0.335
```
Positions in Å, forces in eV/Å.

Properties
- relative energy (zero: lowest compared OMol25 entry of this formula, charge and spin) (kJ/mol) = 268.9
- 2S+1 = 1
- HOMO-LUMO gap (hartree) = 0.3397
- SMILES = C/C=C\C.C=C(C)S
- highest occupied orbital energy (eV) = -8.45
- F_max (eV/A) = 3.06


6.
A 2-piece molecular cluster, C7H14S2 overall at a distorted geometry, computed with the ωB97M-V functional and the def2-TZVPD basis.

Geometry as XYZ:
```
23
Properties=species:S:1:pos:R:3:forces:R:3
H 2.8546 -1.0300 0.2291 0.677 0.296 1.509
S -0.6119 -1.8315 -1.4381 0.258 0.416 0.595
C 1.4572 1.4304 -0.0412 -1.956 -1.029 -2.615
H -1.5964 0.7710 -2.1497 -2.707 -0.865 -2.182
C 0.5411 -0.2571 1.4271 -1.954 1.893 -0.074
C -3.1097 -0.1982 1.2878 -1.576 -0.024 2.135
H 0.3774 -1.2335 1.6454 -0.502 -3.412 0.255
H -1.1688 -1.6595 -2.6251 -0.297 0.398 -0.312
H -0.8554 1.9360 -1.2055 0.695 1.167 0.827
C 2.0771 -0.9419 -0.4857 0.875 0.041 1.180
H 0.6182 1.9607 0.3277 -0.237 1.225 0.610
S -3.9770 0.5743 0.1447 0.939 -0.857 1.335
C 0.9924 -0.0086 -0.0430 -1.172 0.772 0.713
C -0.2287 -0.1069 -0.9595 -0.018 -0.668 -0.109
H 1.7848 -1.9296 -0.5809 -1.020 -1.951 -0.239
H 2.3127 1.4696 0.4893 2.678 0.636 2.189
H 2.6949 -0.7765 -1.3234 -0.100 1.096 -1.716
H 1.6765 1.7257 -1.0593 0.006 0.331 -0.263
C -0.9808 0.9086 -1.3667 2.026 -0.793 0.766
H -3.4059 -0.3734 2.4266 -0.177 0.849 -2.329
H -0.4166 0.2293 1.8342 0.910 -0.209 -1.618
H 1.1333 0.0492 2.2366 2.080 0.704 0.529
H -2.1689 -0.7083 1.2298 0.572 -0.013 -1.185
```
Positions in Å, forces in eV/Å.

Properties
- relative energy (zero: lowest compared OMol25 entry of this formula, charge and spin) (kJ/mol) = 351.4
- 2S+1 = 1
- HOMO-LUMO gap (hartree) = 0.2952
- SMILES = C=C(S)C(C)(C)C.C=S
- highest occupied orbital energy (eV) = -8.43
- F_max (eV/A) = 3.58